31
Properties=species:S:1:pos:R:3:forces:R:3 method="wB97M-V/def2-TZVPD" e_above_lowest_kj_mol=0.00 max_force_ev_per_a=1.06 multiplicity=3 lumo_ev="-1.409 / -2.160" charge=0 s_squared=2.050
W 2.333 1.057 0.762 0.9 -0.3 0.4
S -0.176 3.731 1.077 0.2 0.1 -0.1
C 1.275 3.207 0.524 -0.5 0.2 0.1
S 1.408 2.199 -0.964 -0.1 0.2 -0.2
S 2.802 3.228 1.416 0.0 0.2 0.0
C -2.416 -0.852 -3.128 0.0 0.0 -0.1
C -1.775 -0.745 -1.775 0.0 0.0 0.0
C -0.477 -1.191 -1.558 0.0 0.0 0.1
C 0.118 -1.071 -0.311 -0.1 0.1 0.1
C 1.545 -1.495 -0.127 0.5 0.0 -0.3
C -0.611 -0.521 0.748 -0.2 0.0 0.0
C -1.923 -0.073 0.561 0.1 -0.1 -0.1
C -2.748 0.536 1.657 -0.1 0.0 0.1
C -2.472 -0.187 -0.711 0.0 0.0 0.0
C 0.024 -0.390 2.092 0.3 0.1 0.3
O -0.399 -0.819 3.123 -0.1 -0.1 -0.1
O 1.187 0.337 2.096 -0.3 -0.1 -0.1
H -1.740 -1.299 -3.854 0.0 0.0 0.0
H -2.702 0.135 -3.495 0.0 0.0 0.0
H -3.321 -1.460 -3.087 0.0 0.0 0.0
H 0.082 -1.636 -2.372 0.0 0.0 0.0
H 1.847 -2.251 -0.855 -0.2 -0.1 0.1
H 1.801 -1.864 0.865 -0.1 0.0 0.0
H 2.281 -0.696 -0.437 -0.2 -0.2 0.1
H -2.157 0.840 2.516 0.0 0.0 0.0
H -3.490 -0.182 2.011 0.0 0.0 0.0
H -3.282 1.406 1.274 0.0 0.0 0.0
H -3.480 0.176 -0.876 0.0 0.0 0.0
Se 6.948 -0.562 1.016 -0.3 0.1 0.0
C 5.319 0.024 0.936 0.3 -0.1 0.0
N 4.200 0.416 0.877 -0.2 0.0 -0.1